[1]
The following is a quantum chemistry calculation of a molecular structure, C42H50AsN7S6Yb in a non-equilibrium geometry, from OMol25.

```
! wB97M-V def2-TZVPD RIJCOSX def2/J DEFGRID3
* xyz 3 2
Yb -1.155 2.087 -0.604
C -3.976 2.991 -0.677
C -3.642 0.450 -0.571
S -2.063 -0.537 -0.819
C -2.362 -1.125 -2.545
C -1.410 -0.610 -3.615
S -1.088 1.195 -3.584
C -2.462 1.921 -4.506
C -3.685 2.320 -3.703
S -3.195 3.394 -2.316
H -5.599 4.233 -0.936
H -3.511 3.815 -0.155
H -4.161 -0.235 0.149
H -4.131 0.486 -1.521
H -2.166 -2.172 -2.353
H -3.455 -1.085 -2.772
H -0.451 -1.111 -3.538
H -1.784 -0.739 -4.651
H -2.025 2.802 -5.009
H -2.796 1.164 -5.279
H -4.356 2.975 -4.365
H -4.266 1.478 -3.341
N -6.191 2.320 -1.492
C -5.482 3.207 -0.616
N -3.480 1.774 0.026
C -3.651 1.844 1.438
C -4.724 2.491 2.023
S -6.074 3.095 1.144
C -2.769 0.945 2.252
C -3.053 0.174 3.369
S -1.770 -0.790 3.902
C -0.772 -0.010 2.654
N -1.436 0.897 1.888
N 0.557 -0.178 2.700
H -6.975 1.824 -1.027
H -6.502 2.754 -2.332
H -4.861 2.527 3.104
H -4.034 0.188 3.818
H 0.904 -0.966 3.253
H 1.028 0.085 1.830
N -1.040 4.226 0.408
C -0.953 4.975 1.325
C -0.979 5.901 2.393
C 0.097 6.703 2.651
C 0.087 7.650 3.657
C -1.021 7.804 4.499
C -2.125 6.979 4.246
C -2.082 6.024 3.249
H 0.968 6.576 2.066
H 0.918 8.300 3.758
H -1.002 8.469 5.355
H -3.000 6.921 4.910
H -2.981 5.416 3.039
C 5.728 -3.899 0.918
C 4.816 -2.969 1.420
C 3.503 -3.027 0.905
C 3.056 -3.929 -0.072
C 4.059 -4.866 -0.491
C 5.327 -4.890 0.024
As 1.219 -3.804 -0.649
C 0.612 -5.037 0.796
C 1.039 -6.376 0.855
C 0.584 -7.264 1.803
C -0.401 -6.826 2.717
C -0.836 -5.507 2.691
C -0.340 -4.612 1.712
C 1.230 -5.049 -2.121
C 1.897 -4.806 -3.306
C 1.907 -5.690 -4.392
C 1.138 -6.888 -4.327
C 0.370 -7.088 -3.202
C 0.340 -6.123 -2.186
H 6.754 -3.884 1.222
H 5.130 -2.340 2.192
H 2.779 -2.351 1.324
H 3.748 -5.627 -1.218
H 5.989 -5.661 -0.368
H 1.758 -6.695 0.065
H 0.954 -8.253 1.944
H -0.811 -7.522 3.417
H -1.389 -5.100 3.496
H -0.694 -3.595 1.657
H 2.545 -3.928 -3.312
H 2.531 -5.473 -5.273
H 1.143 -7.582 -5.197
H -0.354 -7.950 -3.131
H -0.318 -6.293 -1.317
C 3.682 4.273 0.558
N 3.209 2.899 0.923
C 2.827 2.831 2.307
C 2.783 1.997 -0.028
S 1.299 1.137 -0.017
N 3.656 1.819 -1.066
C 3.236 1.024 -2.199
C 5.073 2.097 -1.023
H 2.927 5.004 0.891
H 3.835 4.324 -0.552
H 4.611 4.451 1.092
H 3.658 3.194 2.927
H 2.684 1.771 2.608
H 1.989 3.468 2.566
H 4.081 1.034 -2.870
H 2.303 1.360 -2.631
H 2.987 -0.004 -1.817
H 5.412 2.628 -0.084
H 5.335 2.665 -1.914
H 5.541 1.108 -1.049
*
```

As for the HOMO energy (alpha / beta): -13.903 / -13.902 eV. As for the expectation value of S²: 0.766. The value obtained for the total energy is -212151.631 eV. Its LUMO energy (alpha / beta) is -6.1 / -10.8 eV. The calculation puts the orbital gap (alpha / beta) at 7.79 / 3.07 eV. Its energy above the lowest of the compared OMol25 structures with the same formula, charge and spin is 106.64 kcal/mol.

---

[2]
The following is a quantum chemistry calculation of 2 unconnected molecules or ions with the total composition C5H7F3S in a non-equilibrium geometry, from OMol25.

```
! wB97M-V def2-TZVPD RIJCOSX def2/J DEFGRID3
* xyz 0 1
C -0.347 1.337 0.995
C -0.490 0.408 -1.399
C -0.900 -1.062 0.528
C -0.360 0.210 0.042
C 1.607 -0.384 0.210
F 2.124 0.073 1.362
F 1.704 -1.705 0.193
F 2.180 0.136 -0.876
S -0.021 2.867 0.590
H -0.530 1.035 1.999
H -0.416 -0.467 -2.011
H 0.351 1.068 -1.798
H -1.495 0.811 -1.684
H -2.024 -1.021 0.776
H -0.450 -1.438 1.338
H -0.935 -1.867 -0.265
*
```

As for the HOMO energy: -8.905 eV. The value obtained for the total energy is -24284.057 eV. Its LUMO energy is -0.7 eV. The calculation puts the orbital gap at 8.16 eV. Its energy above the lowest of the compared OMol25 structures with the same formula, charge and spin is 25.65 kcal/mol.

---

[3]
The following is a quantum chemistry calculation of a molecular structure, C31H47As3N5O3SZn, from OMol25.

```
! wB97M-V def2-TZVPD RIJCOSX def2/J DEFGRID3
* xyz 1 1
Zn -0.818 -0.167 0.087
C -0.899 -3.638 2.167
As 0.113 -2.156 1.450
C 1.409 -2.066 2.880
C 0.975 -3.116 -0.022
C 2.364 -2.725 -0.566
C 3.472 -3.324 0.310
C 2.599 -1.197 -0.572
As 1.269 -0.060 -1.438
C 1.576 -0.197 -3.343
C 2.103 1.680 -1.225
C 2.497 -3.243 -2.018
As 2.087 -5.071 -2.679
C 2.434 -6.282 -1.182
C 0.121 -5.059 -2.573
H -0.179 -4.372 2.523
H -1.544 -4.061 1.406
H -1.515 -3.291 2.993
H 1.827 -3.059 3.027
H 0.874 -1.760 3.778
H 2.194 -1.348 2.680
H 0.234 -3.009 -0.817
H 0.975 -4.167 0.256
H 3.467 -2.883 1.309
H 4.452 -3.130 -0.133
H 3.359 -4.402 0.418
H 3.588 -0.969 -0.974
H 2.569 -0.817 0.453
H 2.643 -0.316 -3.509
H 1.240 0.739 -3.782
H 1.032 -1.017 -3.801
H 3.145 1.631 -1.538
H 2.030 1.992 -0.188
H 1.566 2.384 -1.861
H 3.520 -3.056 -2.358
H 1.858 -2.647 -2.673
H 3.501 -6.311 -0.968
H 2.132 -7.276 -1.512
H 1.882 -6.034 -0.278
H -0.253 -4.097 -2.936
H -0.251 -5.236 -1.564
H -0.256 -5.839 -3.234
C -2.214 8.236 0.032
C -2.117 6.737 0.142
C -3.202 5.986 0.583
C -3.135 4.603 0.654
C -1.961 3.976 0.273
C -0.854 4.698 -0.168
C -0.942 6.075 -0.225
S -1.899 2.237 0.267
O -3.188 1.724 0.671
O -1.497 1.870 -1.107
N -0.716 1.632 1.127
C -0.425 2.095 2.433
C -1.347 2.747 3.210
C -1.016 3.278 4.476
C 0.238 3.137 4.980
C 1.215 2.443 4.224
C 2.538 2.278 4.693
C 3.460 1.648 3.917
C 3.044 1.154 2.664
N 1.824 1.250 2.200
C 0.897 1.908 2.954
H -3.000 8.633 0.674
H -2.448 8.526 -0.995
H -1.273 8.714 0.301
H -4.113 6.490 0.881
H -3.977 4.014 0.992
H 0.059 4.184 -0.450
H -0.087 6.652 -0.559
H -2.369 2.846 2.858
H -1.779 3.795 5.044
H 0.506 3.549 5.946
H 2.803 2.672 5.668
H 4.485 1.520 4.238
H 3.768 0.649 2.026
C -3.755 -1.699 -4.454
N -3.234 -1.754 -3.100
C -3.627 -2.728 -2.095
C -2.851 -2.235 -0.884
O -2.848 -2.754 0.204
N -2.133 -1.100 -1.245
C -2.444 -0.844 -2.527
N -1.982 0.222 -3.184
H -4.047 -2.701 -4.755
H -2.983 -1.362 -5.146
H -4.625 -1.045 -4.531
H -3.341 -3.746 -2.360
H -4.698 -2.698 -1.892
H -1.695 0.995 -2.586
H -2.405 0.462 -4.064
*
```

As for the HOMO energy: -10.202 eV. The value obtained for the total energy is -288268.752 eV. Its LUMO energy is -1.8 eV. The calculation puts the orbital gap at 8.37 eV. Its energy above the lowest of the compared OMol25 structures with the same formula, charge and spin is 13.99 kcal/mol.

---

[4]
The following is a quantum chemistry calculation of a molecular structure, C5H7FS in a non-equilibrium geometry, from OMol25.

```
! wB97M-V def2-TZVPD RIJCOSX def2/J DEFGRID3
* xyz 0 1
C 0.453 1.341 1.003
C -0.556 0.149 0.974
C -0.371 -1.393 0.838
C -0.472 -1.718 -0.780
C 0.239 0.612 -0.298
H 0.107 2.243 1.388
H -1.571 0.584 0.948
H 0.777 -1.794 1.242
H -1.189 -2.168 1.279
H -1.432 -2.484 -1.348
H 0.421 -2.333 -1.321
H 1.129 0.001 -0.514
F 1.745 1.330 1.513
S -0.607 0.002 -1.607
*
```

As for the HOMO energy: -8.374 eV. The value obtained for the total energy is -18845.498 eV. Its LUMO energy is 0.9 eV. The calculation puts the orbital gap at 9.30 eV. Its energy above the lowest of the compared OMol25 structures with the same formula, charge and spin is 118.55 kcal/mol.